Record 1
{"formula": "C6H15ClO3P", "method": "ωB97M-V with the def2-TZVPD basis set", "homo_lumo_gap_ev": 6.10, "charge": -1, "e_homo_ev": -3.12, "fmax_ev_per_a": 2.93, "species": ["C", "H", "H", "O", "C", "H", "C", "P", "H", "O", "H", "H", "Cl", "C", "H", "H", "C", "H", "C", "O", "H", "H", "H", "H", "H", "H"], "xyz": [[2.280, 1.345, 3.601], [-1.804, 0.408, -0.798], [0.679, -1.612, -1.505], [3.074, -0.052, 0.898], [2.046, -0.587, 1.236], [-3.654, -0.391, -0.456], [-2.923, 1.225, -3.747], [-2.628, -0.567, -1.479], [-4.532, 0.991, -2.402], [1.142, -1.130, 0.443], [1.227, 1.578, 3.763], [3.521, -0.402, 3.288], [-0.935, -0.856, -2.941], [-3.506, 0.712, -2.634], [2.422, -1.373, -1.193], [1.310, 0.025, -1.280], [1.418, -1.009, -0.967], [2.866, 1.753, 4.427], [2.480, -0.153, 3.494], [1.624, -0.723, 2.505], [-2.043, -1.675, -0.746], [-3.464, -1.525, -2.195], [-3.297, 0.882, -4.713], [2.585, 1.844, 2.682], [2.209, -0.631, 4.435], [-2.097, 1.923, -3.715]]}

Record 2
{"formula": "C6H15F4KN2O12PS4", "method": "ωB97M-V with the def2-TZVPD basis set", "homo_lumo_gap_ev": 9.48, "e_above_lowest_ev": 1.211, "charge": -1, "e_homo_ev": -7.47, "fmax_ev_per_a": 8.66, "species": ["O", "O", "H", "S", "O", "H", "S", "O", "F", "H", "O", "C", "O", "H", "O", "H", "C", "H", "O", "H", "H", "C", "H", "K", "O", "S", "H", "P", "C", "O", "O", "N", "F", "N", "C", "S", "H", "H", "H", "H", "O", "F", "H", "C", "F"], "xyz": [[0.348, 0.046, -0.848], [-2.109, -3.757, -0.539], [0.642, 4.921, 0.784], [1.014, -0.052, 3.272], [3.319, -1.499, 4.802], [0.562, 4.120, 2.364], [0.589, -4.798, -1.789], [3.905, 0.312, 3.226], [2.076, -4.171, -1.760], [-4.440, 0.100, -0.753], [0.735, -6.172, -2.164], [-2.598, 0.481, 0.223], [0.723, -0.282, 4.668], [-1.527, 3.837, 0.253], [-0.215, 2.050, -2.339], [-1.326, 2.689, 1.568], [-0.780, 3.290, 0.839], [2.209, 2.361, -4.619], [0.128, 2.480, 0.128], [1.028, 3.549, -2.848], [-3.084, 1.173, 0.902], [1.380, 1.826, -4.144], [-3.111, -0.956, -1.308], [1.611, -2.079, 0.015], [-1.592, -6.194, -0.603], [3.258, -0.954, 3.490], [-1.859, -0.167, 0.696], [-0.352, 1.347, -0.918], [-3.576, -0.486, -0.439], [1.240, 1.299, 2.832], [-1.906, 1.254, -0.788], [1.829, -1.202, 2.593], [4.135, -1.882, 2.559], [0.270, -4.427, -0.147], [1.096, 2.456, -2.795], [-1.201, -4.849, -0.263], [-0.784, 5.157, 1.846], [-3.790, -1.355, 0.182], [1.805, 2.371, -1.966], [1.663, 0.785, -4.031], [-0.079, -3.948, -2.736], [-0.394, -0.282, 2.495], [0.562, 2.096, -4.810], [-0.023, 4.453, 1.507], [-1.382, -4.942, 1.362]]}

Record 3
{"formula": "C6H15F5MnN3OTe", "method": "ωB97M-V with the def2-TZVPD basis set", "spin_multiplicity": 6, "homo_lumo_gap_ev": [8.36, 7.03], "e_above_lowest_ev": 0.000, "charge": 1, "e_homo_ev": [-13.71, -14.54], "fmax_ev_per_a": 3.43, "species": ["H", "C", "N", "H", "F", "C", "H", "H", "O", "H", "H", "N", "C", "F", "H", "H", "H", "F", "H", "C", "F", "Te", "N", "H", "Mn", "H", "H", "C", "H", "C", "H", "F"], "xyz": [[3.279, -0.051, 1.285], [-0.687, 2.385, 1.386], [-0.038, 0.053, 1.956], [-1.636, 2.892, 1.224], [-2.876, -2.388, -2.053], [1.331, 2.380, -0.088], [-1.956, 0.797, 2.115], [1.628, -0.285, 3.222], [-2.359, -0.106, -0.301], [3.203, 1.444, -0.594], [-0.635, 2.432, -0.664], [-0.097, 1.990, 0.080], [2.243, -0.380, 1.176], [-0.614, 0.614, -2.438], [1.586, 1.279, 2.437], [-0.861, 1.462, 3.335], [1.747, 2.618, 0.887], [-2.947, 1.448, -2.397], [2.110, -0.767, -0.805], [2.135, 1.259, -0.737], [-4.466, -0.463, -1.975], [-2.588, -0.441, -2.063], [1.745, -0.057, -0.178], [1.925, 1.227, -1.806], [-0.434, -0.059, -0.413], [1.415, 3.277, -0.701], [-0.023, 3.092, 1.880], [-0.944, 1.160, 2.287], [-0.402, -0.804, 2.355], [1.378, 0.221, 2.289], [2.203, -1.465, 1.268], [-0.493, -1.647, -1.140]]}

Record 4
{"formula": "C6H15F6Li3N3O16PS6", "method": "ωB97M-V with the def2-TZVPD basis set", "spin_multiplicity": 2, "homo_lumo_gap_ev": [10.30, 3.92], "charge": 1, "e_homo_ev": [-14.07, -14.07], "fmax_ev_per_a": 10.50, "species": ["O", "Li", "C", "S", "O", "C", "F", "S", "S", "H", "O", "O", "F", "P", "O", "C", "O", "H", "H", "C", "C", "Li", "H", "H", "C", "H", "O", "F", "H", "O", "S", "H", "S", "H", "N", "O", "Li", "S", "N", "H", "H", "H", "H", "O", "N", "F", "O", "O", "O", "H", "O", "H", "O", "O", "F", "F"], "xyz": [[2.793, 1.278, 3.112], [-2.775, 1.212, -1.176], [0.140, -3.118, 0.756], [0.494, -0.230, 3.526], [-0.949, 5.170, -0.509], [4.245, 0.311, -1.627], [-0.176, 1.781, -3.047], [-3.366, -1.097, 0.620], [-3.914, 0.953, 1.753], [-0.223, -5.251, 0.422], [-1.327, 3.049, 0.768], [-5.129, 0.313, 2.232], [-4.457, 2.073, 0.749], [1.518, -1.277, -0.478], [1.281, -2.785, 0.000], [-0.624, -4.251, 0.258], [0.798, -0.209, 4.922], [-1.602, -4.249, 0.740], [-0.567, -2.326, 1.000], [3.639, 0.274, -0.229], [0.611, -1.921, -2.819], [-1.476, 2.275, 3.481], [3.506, 0.154, -2.413], [0.568, -3.339, 1.733], [0.765, -1.219, -4.146], [1.810, -1.188, -4.455], [-3.082, -1.907, 1.834], [1.564, 2.760, 1.750], [4.923, -0.535, -1.738], [1.231, 2.977, 4.135], [-1.540, 3.822, -0.407], [-0.356, -1.585, -2.445], [-0.138, 3.053, -2.055], [2.918, 1.067, -0.029], [-1.750, 2.778, -1.581], [0.239, 4.195, -2.835], [-0.848, 0.915, 1.002], [1.480, 1.941, 3.119], [-2.824, 0.320, 0.547], [4.625, 1.236, -2.061], [-0.902, -4.222, -0.796], [0.545, -3.006, -2.901], [0.233, -0.273, -4.049], [0.854, 2.572, -1.049], [-0.021, 1.058, 2.799], [-0.875, -1.096, 3.460], [1.718, -1.475, -2.014], [1.401, -1.029, 2.684], [-4.564, -1.418, -0.109], [4.495, 0.288, 0.446], [0.402, -0.322, -0.113], [0.325, -1.693, -5.024], [-3.150, 1.695, 2.804], [2.955, -0.939, 0.182], [-3.103, 4.122, -0.315], [-2.339, -1.682, -0.411]]}